ORCA calculation (ωB97M-V/def2-TZVPD) on 13 unconnected molecules or ions with the total composition C17H5Cl48F4N2O4P.

Computed properties:
- Spin multiplicity: 1
- Frontier orbital gap: 0.32470 hartree
- E_HOMO: -8.860 eV

```
81
Properties=species:S:1:pos:R:3:mulliken_charge:R:1
N 8.001 1.744 -1.291 -0.599
P 7.783 3.347 -0.718 0.057
O 7.156 4.135 -1.997 -0.191
C 6.365 3.346 0.531 0.601
O 6.341 4.272 1.276 -0.428
O 5.382 2.334 0.674 -0.266
C 4.360 2.370 -0.264 -0.799
N 4.847 2.389 -1.671 -0.305
C 4.600 1.344 -2.246 0.604
O 4.199 0.410 -2.789 -0.565
C 3.320 3.480 -0.057 1.178
F 2.671 3.226 1.104 -0.257
F 3.830 4.724 -0.074 -0.281
C 2.226 3.429 -1.168 0.112
F 1.202 4.206 -0.731 -0.282
F 2.695 4.050 -2.283 -0.241
H 8.915 1.456 -0.960 0.303
H 8.111 1.813 -2.303 0.261
H 7.344 5.079 -1.920 0.142
H 3.815 1.431 -0.144 0.717
H 1.892 2.412 -1.388 0.227
C 1.659 0.622 3.347 0.159
Cl 3.172 0.888 2.479 -0.044
Cl 0.304 1.164 2.345 -0.110
Cl 1.468 -1.099 3.698 0.124
Cl 1.673 1.538 4.856 -0.097
C -1.251 -4.085 4.743 0.197
Cl -1.749 -3.308 6.254 -0.098
Cl -1.736 -5.783 4.765 -0.103
Cl -2.010 -3.269 3.375 -0.009
Cl 0.503 -3.965 4.582 0.010
C 0.672 -1.336 -2.489 0.205
Cl 2.079 -0.718 -3.356 -0.012
Cl -0.816 -0.884 -3.341 -0.020
Cl 0.788 -3.092 -2.358 -0.093
Cl 0.642 -0.633 -0.861 -0.013
C 4.856 -4.922 4.744 0.288
Cl 6.456 -4.262 5.094 -0.101
Cl 4.905 -5.816 3.222 -0.101
Cl 4.364 -6.005 6.050 -0.101
Cl 3.692 -3.598 4.610 -0.018
C -1.886 -4.263 -5.465 0.234
Cl -2.381 -3.850 -3.813 -0.051
Cl -2.028 -6.008 -5.692 -0.025
Cl -2.926 -3.436 -6.634 -0.076
Cl -0.211 -3.765 -5.727 -0.071
C 6.022 7.781 -3.304 0.315
Cl 5.348 9.368 -2.933 -0.093
Cl 6.494 7.718 -5.004 -0.098
Cl 7.453 7.502 -2.287 -0.160
Cl 4.823 6.530 -2.970 0.019
C -5.601 -1.490 3.361 0.228
Cl -6.199 0.165 3.504 -0.108
Cl -4.827 -1.698 1.781 -0.111
Cl -4.424 -1.818 4.636 0.023
Cl -6.957 -2.615 3.504 -0.009
C -5.628 -1.369 -4.553 0.199
Cl -3.878 -1.121 -4.562 0.020
Cl -5.988 -3.086 -4.768 -0.035
Cl -6.290 -0.822 -3.009 -0.089
Cl -6.360 -0.445 -5.870 -0.102
C -10.873 -3.410 3.783 0.372
Cl -11.218 -2.374 2.395 -0.092
Cl -9.457 -4.409 3.431 -0.108
Cl -10.545 -2.408 5.200 -0.087
Cl -12.262 -4.452 4.103 -0.102
C -3.360 1.647 7.016 0.292
Cl -1.797 1.731 6.195 -0.024
Cl -4.610 2.330 5.975 -0.083
Cl -3.738 -0.043 7.374 -0.088
Cl -3.286 2.565 8.524 -0.107
C -0.593 7.648 -1.950 0.305
Cl -0.238 9.332 -1.543 -0.110
Cl -1.711 6.979 -0.754 -0.110
Cl -1.336 7.576 -3.553 -0.109
Cl 0.897 6.709 -1.947 -0.001
C -5.033 -9.028 -5.556 0.334
Cl -3.418 -8.915 -6.267 -0.096
Cl -4.907 -9.635 -3.903 -0.094
Cl -5.778 -7.426 -5.541 -0.050
Cl -6.022 -10.131 -6.517 -0.100
```

---

ORCA calculation (ωB97M-V/def2-TZVPD) on 2 unconnected molecules or ions with the total composition C2H7NO3.

Computed properties:
- Spin multiplicity: 1
- SMILES: O=CO.NCO
- Frontier orbital gap: 0.36296 hartree
- E_HOMO: -9.246 eV

```
13
Properties=species:S:1:pos:R:3:nbo_charge:R:1
O 0.408 -1.536 1.814 -0.600
C -0.529 -0.929 2.239 0.636
O -0.915 0.280 1.780 -0.693
H -1.009 -1.338 3.146 0.118
H -0.090 0.508 1.283 0.516
N -0.175 0.266 -2.191 -0.891
C 0.219 0.004 -0.851 0.078
O 0.456 1.302 -0.145 -0.764
H 0.096 1.112 -2.630 0.377
H -0.128 -0.564 -2.740 0.369
H -0.761 -0.190 -0.343 0.199
H 1.113 -0.680 -0.851 0.174
H 1.315 1.765 -0.512 0.482
```

---

ORCA calculation (ωB97M-V/def2-TZVPD) on a molecular structure, C49H42BF4N6O2P2TaTe.

Computed properties:
- Spin multiplicity: 1
- Frontier orbital gap: 0.25022 hartree
- Charge: +2
- E_HOMO: -13.470 eV

```
108
Properties=species:S:1:pos:R:3:mulliken_charge:R:1
Ta 0.222 0.267 0.351 -0.104
O 3.069 -0.265 2.762 -0.544
C 2.148 -0.803 2.230 -0.918
N 0.811 -0.264 2.243 1.672
C 0.373 0.079 3.544 -0.154
O 0.849 -0.379 4.544 -0.562
C -0.763 1.029 3.567 0.650
C -1.198 1.545 4.770 -0.915
C -2.312 2.368 4.761 -0.877
C -2.921 2.648 3.548 -0.957
C -2.385 2.112 2.390 -0.652
N -1.323 1.314 2.394 1.119
C 2.271 -2.025 1.394 0.990
C 3.334 -2.887 1.548 -0.702
C 3.461 -3.933 0.646 -1.203
C 2.525 -4.059 -0.365 -1.164
C 1.470 -3.164 -0.418 -0.564
N 1.325 -2.165 0.453 1.267
H -0.665 1.293 5.677 0.606
H -2.700 2.779 5.684 0.510
H -3.802 3.275 3.495 0.572
H -2.829 2.323 1.425 0.279
H 4.043 -2.719 2.348 0.640
H 4.287 -4.629 0.727 0.505
H 2.603 -4.839 -1.111 0.636
H 0.703 -3.258 -1.172 0.653
C -2.267 -2.304 -1.854 -1.362
C -3.007 -1.786 -0.616 -1.396
P -1.971 -1.656 0.892 1.602
C -3.169 -0.988 2.101 0.463
C -2.866 -1.147 3.455 -0.604
C -3.759 -0.731 4.428 -0.943
C -4.974 -0.160 4.060 -0.783
C -5.280 0.004 2.719 -0.756
C -4.374 -0.394 1.741 -0.406
C -1.983 -3.399 1.479 0.722
C -3.230 -3.967 1.766 -0.877
C -3.317 -5.268 2.226 -0.874
C -2.165 -6.030 2.399 -0.712
C -0.928 -5.474 2.129 -0.799
C -0.836 -4.159 1.682 -0.295
C -1.755 -1.182 -2.755 -1.803
P -0.128 -0.455 -2.355 1.780
C -0.159 0.912 -3.578 0.843
C -0.352 2.252 -3.241 0.570
C -0.410 3.226 -4.227 -1.156
C -0.283 2.873 -5.562 -0.862
C -0.107 1.540 -5.909 -0.832
C -0.045 0.566 -4.926 -0.985
C 1.086 -1.595 -3.082 0.243
C 2.424 -1.206 -3.089 -0.304
C 3.395 -1.994 -3.684 -0.928
C 3.032 -3.194 -4.285 -0.734
C 1.703 -3.596 -4.281 -0.877
C 0.735 -2.809 -3.668 -0.024
H -2.968 -2.900 -2.438 0.594
H -1.457 -2.981 -1.561 0.202
H -3.817 -2.468 -0.363 0.793
H -3.449 -0.811 -0.825 0.370
H -1.936 -1.623 3.753 0.681
H -3.514 -0.866 5.475 0.514
H -5.683 0.145 4.820 0.447
H -6.230 0.432 2.425 0.500
H -4.641 -0.253 0.701 0.296
H -4.140 -3.390 1.646 0.373
H -4.287 -5.687 2.461 0.463
H -2.237 -7.050 2.755 0.419
H -0.026 -6.054 2.274 0.494
H 0.134 -3.732 1.514 0.522
H -2.467 -0.354 -2.754 0.901
H -1.678 -1.512 -3.791 0.936
H -0.453 2.552 -2.209 0.208
H -0.561 4.262 -3.951 0.517
H -0.327 3.634 -6.330 0.451
H -0.018 1.256 -6.950 0.471
H 0.093 -0.470 -5.215 0.368
H 2.709 -0.272 -2.628 0.152
H 4.427 -1.669 -3.685 0.526
H 3.785 -3.812 -4.758 0.440
H 1.414 -4.519 -4.767 0.489
H -0.294 -3.151 -3.673 0.231
C 1.564 4.412 0.123 -1.071
Te 1.130 2.762 1.425 0.228
C 3.251 2.539 1.525 -0.871
C 3.794 3.892 1.152 0.716
C 5.094 4.251 1.494 -0.747
C 5.610 5.464 1.069 -0.671
C 4.835 6.317 0.290 -0.636
C 3.533 5.972 -0.034 -0.924
C 3.004 4.763 0.408 0.398
H 0.898 5.220 0.417 0.781
H 1.379 4.186 -0.922 0.301
H 3.551 1.775 0.811 0.295
H 3.527 2.211 2.520 0.863
H 5.700 3.580 2.093 0.501
H 6.616 5.752 1.348 0.434
H 5.241 7.261 -0.051 0.437
H 2.923 6.654 -0.618 0.487
F 2.923 2.396 -3.714 -0.254
B 3.032 2.124 -2.435 0.088
F 2.042 0.127 -0.185 -0.681
F 4.184 1.829 -1.871 -0.180
F 1.935 2.157 -1.663 0.142
N -1.372 1.180 -0.361 1.092
C -2.356 1.696 -0.824 0.772
N -3.402 2.079 -1.288 -0.538
C -4.020 3.139 -1.797 0.455
N -4.593 4.035 -2.243 -0.473
```

---

ORCA calculation (ωB97M-V/def2-TZVPD) on a single C8H10O4S molecule.

Computed properties:
- Spin multiplicity: 1
- SMILES: CCCCOC1=C(S)C(=O)OC1=O
- Frontier orbital gap: 0.32772 hartree
- E_HOMO: -9.904 eV

```
23
Properties=species:S:1:pos:R:3:nbo_charge:R:1
C -0.863 -0.497 2.616 -0.617
C -2.059 -0.538 1.650 -0.398
C -1.730 -0.213 0.196 -0.420
C -0.651 -1.080 -0.398 -0.070
O -0.168 -0.483 -1.618 -0.466
C 1.055 0.025 -1.539 0.255
C 1.406 1.252 -1.909 -0.326
S 0.393 2.509 -2.568 0.057
C 2.882 1.367 -1.722 0.754
O 3.592 2.317 -1.914 -0.496
O 3.329 0.159 -1.239 -0.490
C 2.280 -0.717 -1.098 0.727
O 2.413 -1.834 -0.677 -0.495
H 0.090 -0.452 2.115 0.198
H -0.887 -1.365 3.256 0.216
H -0.947 0.358 3.266 0.212
H -2.750 0.226 1.975 0.210
H -2.606 -1.463 1.734 0.201
H -1.504 0.843 0.117 0.208
H -2.628 -0.374 -0.384 0.213
H -1.085 -2.031 -0.669 0.195
H 0.153 -1.297 0.288 0.192
H 0.285 3.287 -1.480 0.142
```

---

ORCA calculation (ωB97M-V/def2-TZVPD) on 2 unconnected molecules or ions with the total composition C3H7BrNS.

Computed properties:
- Spin multiplicity: 1
- Frontier orbital gap: 0.34813 hartree
- Charge: +1
- E_HOMO: -13.700 eV

```
13
Properties=species:S:1:pos:R:3:nbo_charge:R:1
C 0.391 -0.597 0.790 -0.266
C -0.952 0.040 1.050 -0.581
C 0.049 0.841 -1.155 -0.368
N 0.463 -0.630 -0.702 -0.583
S -1.579 0.981 -0.458 0.342
Br 0.410 1.104 -3.064 0.203
H 1.198 0.079 1.236 0.257
H 0.432 -1.687 1.239 0.273
H -1.816 -0.663 1.587 0.288
H -0.710 0.757 1.854 0.250
H 0.947 1.865 -0.261 0.267
H 1.435 -0.806 -1.017 0.457
H -0.268 -1.285 -1.098 0.459
```

---

ORCA calculation (ωB97M-V/def2-TZVPD) on 2 unconnected molecules or ions with the total composition C15H18O.

Computed properties:
- Spin multiplicity: 2
- Frontier orbital gap (spin up / spin down): 0.09211 / 0.25267 hartree
- Charge: -1
- <S²>: 0.7598
- E_HOMO (spin up / spin down): 0.797 / -3.656 eV

```
34
Properties=species:S:1:pos:R:3:lowdin_spin:R:1
C 1.708 1.697 -0.889 0.004
C 3.094 1.106 -0.860 0.004
C 1.160 2.107 0.455 0.002
C 1.799 1.916 1.669 0.006
C -0.105 2.694 0.502 0.002
C 1.230 2.359 2.853 0.006
C -0.701 3.105 1.680 0.003
C -0.026 2.933 2.893 0.002
H 1.574 2.550 -1.572 0.002
H 1.032 0.976 -1.344 0.000
H 3.042 0.085 -0.465 0.002
H 2.786 1.483 1.684 0.001
H -0.670 2.841 -0.408 0.003
H 1.786 2.279 3.776 0.001
H -1.647 3.614 1.619 0.001
H -0.527 3.250 3.800 0.000
H 3.822 1.685 -0.275 0.000
H 3.551 0.996 -1.857 0.001
C 0.302 -4.113 -0.687 0.011
C -0.719 -3.022 -0.800 0.050
C -2.055 -3.338 -0.898 0.168
C -0.341 -1.689 -0.825 0.208
C -3.060 -2.308 -0.818 0.185
C -1.313 -0.668 -1.042 0.193
C -2.648 -1.000 -0.908 0.061
O -3.519 0.074 -0.756 0.003
H -0.179 -5.085 -0.547 0.002
H 0.936 -4.017 0.207 0.005
H -2.398 -4.362 -0.981 0.015
H 0.713 -1.446 -0.902 0.020
H -4.109 -2.592 -0.840 0.018
H -1.106 0.386 -1.195 0.019
H -4.423 -0.247 -0.760 0.003
H 1.012 -4.250 -1.514 -0.001
```

---

ORCA calculation (ωB97M-V/def2-TZVPD) on 2 unconnected molecules or ions with the total composition C30H42N3O.

Computed properties:
- Spin multiplicity: 1
- Frontier orbital gap: 0.24699 hartree
- Charge: +1
- E_HOMO: -11.123 eV

```
76
Properties=species:S:1:pos:R:3:mulliken_charge:R:1
C 1.474 4.238 2.530 -0.956
N 1.231 2.824 2.337 0.298
C 2.266 1.959 2.131 0.036
O 3.450 2.274 2.037 -0.690
C 1.679 0.556 2.040 -0.065
C 2.225 -0.357 3.141 0.330
C 3.703 -0.640 2.987 0.581
C 4.593 -0.347 4.022 -0.315
C 5.967 -0.507 3.825 -0.625
C 6.444 -1.014 2.607 -0.462
C 5.542 -1.369 1.596 -0.734
C 4.168 -1.197 1.792 -0.175
N 0.234 0.795 2.163 0.470
C -0.614 -0.255 2.077 0.361
C -1.988 -0.188 2.306 1.262
C -2.987 -1.159 2.352 0.171
C -4.363 -0.748 2.459 0.176
C -5.396 -1.727 2.382 -0.140
C -6.735 -1.387 2.505 -0.932
C -7.108 -0.049 2.722 1.178
C -8.554 0.293 2.886 -1.404
C -6.120 0.942 2.787 -1.100
C -4.778 0.605 2.651 -0.500
C -0.097 2.221 2.426 0.131
C -0.663 2.436 3.837 -1.469
C -1.000 2.841 1.350 -1.629
H 2.552 4.414 2.466 0.388
H 0.970 4.835 1.761 0.294
H 1.118 4.571 3.514 0.315
H 1.905 0.142 1.039 0.420
H 2.031 0.133 4.111 0.356
H 1.654 -1.300 3.123 -0.407
H 4.196 0.037 4.966 0.335
H 6.660 -0.232 4.620 0.377
H 7.518 -1.137 2.449 0.373
H 5.898 -1.775 0.648 0.374
H 3.445 -1.470 1.019 0.307
H -0.120 -1.185 1.784 0.887
H -2.315 0.838 2.463 -1.667
H -2.857 -2.261 2.359 0.353
H -5.091 -2.765 2.218 0.273
H -7.499 -2.162 2.437 0.415
H -8.681 1.361 3.063 0.369
H -9.122 0.015 1.992 0.335
H -8.979 -0.257 3.732 0.340
H -6.390 1.989 2.947 0.308
H -4.052 1.416 2.710 0.255
H 0.072 2.101 4.582 0.319
H -0.863 3.506 3.989 0.478
H -1.594 1.881 3.982 0.362
H -0.472 2.827 0.388 0.377
H -1.942 2.298 1.245 0.364
H -1.222 3.883 1.618 0.481
C -3.319 -6.756 0.637 -1.683
C -3.152 -5.235 0.733 1.290
C -2.916 -4.659 -0.654 -1.567
C -1.997 -4.855 1.668 -0.087
C -1.941 -5.611 2.978 -1.030
C -1.043 -4.772 3.890 -0.862
C -0.943 -3.388 3.266 -0.204
N -1.810 -3.413 2.040 -0.641
H -2.417 -7.228 0.227 0.365
H -3.540 -7.226 1.602 0.383
H -4.147 -7.006 -0.035 0.446
H -4.089 -4.831 1.149 -0.208
H -2.006 -5.096 -1.089 0.373
H -3.755 -4.909 -1.312 0.423
H -2.817 -3.569 -0.636 0.310
H -1.080 -5.117 1.118 0.233
H -2.941 -5.732 3.408 0.355
H -1.551 -6.617 2.801 0.443
H -1.424 -4.732 4.913 0.311
H -0.047 -5.213 3.926 0.312
H -1.301 -2.611 3.942 0.438
H 0.098 -3.127 3.005 0.014
H -1.307 -2.951 1.285 0.408
```

---

What did the sixth record say?
ORCA calculation (ωB97M-V/def2-TZVPD) on 2 unconnected molecules or ions with the total composition C15H18O.

Computed properties:
- Spin multiplicity: 2
- Frontier orbital gap (spin up / spin down): 0.09211 / 0.25267 hartree
- Charge: -1
- <S²>: 0.7598
- E_HOMO (spin up / spin down): 0.797 / -3.656 eV

```
34
Properties=species:S:1:pos:R:3:lowdin_spin:R:1
C 1.708 1.697 -0.889 0.004
C 3.094 1.106 -0.860 0.004
C 1.160 2.107 0.455 0.002
C 1.799 1.916 1.669 0.006
C -0.105 2.694 0.502 0.002
C 1.230 2.359 2.853 0.006
C -0.701 3.105 1.680 0.003
C -0.026 2.933 2.893 0.002
H 1.574 2.550 -1.572 0.002
H 1.032 0.976 -1.344 0.000
H 3.042 0.085 -0.465 0.002
H 2.786 1.483 1.684 0.001
H -0.670 2.841 -0.408 0.003
H 1.786 2.279 3.776 0.001
H -1.647 3.614 1.619 0.001
H -0.527 3.250 3.800 0.000
H 3.822 1.685 -0.275 0.000
H 3.551 0.996 -1.857 0.001
C 0.302 -4.113 -0.687 0.011
C -0.719 -3.022 -0.800 0.050
C -2.055 -3.338 -0.898 0.168
C -0.341 -1.689 -0.825 0.208
C -3.060 -2.308 -0.818 0.185
C -1.313 -0.668 -1.042 0.193
C -2.648 -1.000 -0.908 0.061
O -3.519 0.074 -0.756 0.003
H -0.179 -5.085 -0.547 0.002
H 0.936 -4.017 0.207 0.005
H -2.398 -4.362 -0.981 0.015
H 0.713 -1.446 -0.902 0.020
H -4.109 -2.592 -0.840 0.018
H -1.106 0.386 -1.195 0.019
H -4.423 -0.247 -0.760 0.003
H 1.012 -4.250 -1.514 -0.001
```

---

> Which of these has the highest spin multiplicity?

C15H18O

---

> What is the spin multiplicity in the fifth record?

1